Record 1
10
Properties=species:S:1:pos:R:3:forces:R:3:mulliken_charge:R:1 method="wB97M-V/def2-TZVPD" orbital_gap_ev=9.37 lumo_energy_ha=-0.0037 e_above_lowest_kcal_mol=26.9 e_tot_ha=-818.0942 largest_force_ev_per_a=4.6 smiles=FPCCI
C 0.334125 0.341753 0.129805 -1.84 -2.78 1.92 -0.79
C -1.184779 -0.014331 0.609132 1.96 2.71 -3.18 -0.96
F 0.967437 -2.320230 0.780329 -0.88 0.14 -0.20 -0.29
P 1.219244 -1.240637 -0.423485 0.92 0.25 1.09 0.21
I -2.109236 1.983505 1.091339 0.41 -1.40 -0.04 -0.01
H 0.420047 0.988088 -0.717496 -0.03 0.84 -0.11 0.46
H 0.757667 0.601492 1.092092 0.64 0.92 -0.41 0.43
H -1.718816 -0.348042 -0.298231 -0.20 -0.28 1.09 0.42
H -1.027800 -0.643035 1.441323 -0.83 -0.67 0.90 0.49
H 2.422648 -0.884464 0.303192 -0.15 0.27 -1.08 0.04

---

Record 2
17
Properties=species:S:1:pos:R:3:forces:R:3:mulliken_charge:R:1 method="wB97M-V/def2-TZVPD" orbital_gap_ev=10.01 lumo_energy_ha=0.0204 e_above_lowest_kcal_mol=36.1 e_tot_ha=-380.2792 largest_force_ev_per_a=4.4 smiles="NCCC(N)=O.O"
C 0.281973 -1.529640 1.324278 2.04 1.70 -1.77 -0.47
C -0.284835 -0.451759 0.351034 0.59 -0.69 0.21 -0.66
C -0.057653 -0.542637 -1.169785 0.05 0.52 1.22 0.59
N -0.954290 0.399703 -1.745939 3.28 -1.69 -2.42 -0.39
O 0.808405 -1.253329 -1.665841 -1.37 1.40 -0.27 -0.60
N -0.260375 -1.173293 2.608790 0.87 -0.76 2.39 -0.58
H -0.060031 -2.516612 1.056088 0.07 -0.30 -0.20 0.36
H 1.446206 -1.443405 1.195719 -1.89 -0.62 0.52 0.23
H -1.350004 -0.560489 0.456387 -0.68 0.54 0.41 0.32
H 0.073382 0.552995 0.705785 -0.57 -0.81 -0.37 0.23
H -0.692431 0.657453 -2.768878 -1.56 -0.40 2.61 0.28
H -1.775684 0.566208 -1.186873 -0.01 0.52 -0.79 0.22
H 0.223156 -0.343110 2.988863 -0.43 -0.50 -0.38 0.22
H -0.043676 -1.927462 3.317669 -0.39 1.09 -1.11 0.25
H 1.520888 2.771491 -1.540543 -0.84 0.50 -0.70 0.31
H 0.211489 3.634091 -1.713368 0.86 -0.59 -0.39 0.32
O 0.913488 3.159802 -2.213385 -0.02 0.08 1.05 -0.65

---

Record 3
53
Properties=species:S:1:pos:R:3:forces:R:3:mulliken_charge:R:1 method="wB97M-V/def2-TZVPD" total_charge=+1 orbital_gap_ev=10.08 lumo_energy_ha=-0.0895 e_above_lowest_kcal_mol=0.0 e_tot_ha=-1667.4635 largest_force_ev_per_a=0.6
C 3.573750 3.007486 -0.827967 -0.08 0.07 0.06 -1.14
C 3.887496 1.570196 -1.268260 0.06 -0.06 -0.04 -0.31
C 2.873057 0.952581 -2.238662 0.02 -0.05 0.13 -0.50
O 2.195509 -0.202159 -1.719402 -0.12 0.08 -0.06 -0.39
C 1.468127 -0.050064 -0.526754 -0.35 0.20 -0.25 -1.20
C 0.365095 1.006584 -0.683256 -0.08 -0.12 -0.12 -0.18
N -0.701281 0.555837 -1.650716 0.28 0.12 0.12 0.32
C -1.508987 1.723899 -2.139018 0.12 -0.04 0.00 -0.58
C -1.664424 2.690971 -0.960303 -0.15 0.02 0.03 -0.40
O -1.647246 1.957544 0.259116 0.07 -0.04 0.04 -0.40
C -0.398567 1.396945 0.583342 0.01 0.06 -0.10 -0.02
Cl -0.751311 -0.046829 1.559359 -0.03 0.00 0.00 -0.13
H 4.450103 3.651415 -0.882428 0.00 -0.05 0.03 0.34
H 3.214297 3.056520 0.202587 -0.03 -0.03 -0.04 0.25
H 2.813316 3.468929 -1.465379 0.05 -0.01 -0.02 0.31
H 3.957492 0.915093 -0.397275 0.08 0.01 -0.04 0.33
H 4.872631 1.525062 -1.732222 -0.04 0.06 -0.02 0.40
H 2.137570 1.704905 -2.554545 0.06 -0.02 -0.03 0.33
H 3.346057 0.582914 -3.146066 0.04 -0.02 0.06 0.42
H 2.080866 0.197704 0.346427 0.06 0.11 -0.09 0.27
H 1.020955 -1.026590 -0.333906 0.01 0.06 0.11 0.40
H 0.790892 1.906868 -1.128586 0.02 0.00 0.13 0.21
H -0.313090 0.033997 -2.444961 -0.14 -0.07 0.00 0.13
H -1.313917 -0.085699 -1.138922 -0.03 -0.06 -0.13 0.52
H -2.447613 1.323581 -2.514297 -0.03 0.06 0.06 0.45
H -0.965676 2.180629 -2.965589 -0.02 -0.04 0.00 0.38
H -2.633922 3.181753 -0.997165 0.04 0.00 -0.02 0.40
H -0.895476 3.468127 -0.963558 0.01 -0.04 0.00 0.26
H 0.198006 2.068902 1.203281 -0.02 -0.03 0.01 0.51
C -0.562800 -1.161981 9.176190 -0.03 0.00 -0.06 -0.62
O -1.511820 -1.003891 8.109121 0.01 0.00 0.00 -0.32
C -1.053557 -1.336581 6.910668 0.03 -0.02 -0.06 0.78
O 0.053555 -1.735785 6.653485 -0.03 0.02 0.02 -0.55
O -2.031550 -1.152640 6.016277 0.03 -0.03 0.03 -0.33
C -1.667854 -1.509855 4.682037 -0.01 0.02 0.09 -0.59
H -1.090506 -0.852618 10.071692 0.03 -0.01 0.02 0.21
H -0.248950 -2.201005 9.249857 -0.01 0.00 0.01 0.30
H 0.308584 -0.534272 9.001949 -0.01 0.01 0.01 0.30
H -1.419578 -2.568603 4.623394 -0.02 0.00 -0.01 0.33
H -0.806492 -0.926246 4.358162 -0.03 -0.01 -0.01 0.23
H -2.542494 -1.286088 4.078054 0.02 0.00 -0.03 0.27
C 0.077023 -2.454442 -2.555976 0.34 -0.32 0.27 -0.48
O -0.437400 -3.093689 -3.715063 -0.38 0.46 -0.24 -0.32
C -1.259668 -2.260424 -4.367393 0.16 -0.18 0.11 0.78
O -1.510814 -1.129365 -3.986483 -0.03 0.06 -0.15 -0.62
O -1.728885 -2.848835 -5.437443 -0.05 0.06 -0.01 -0.35
C -2.637368 -2.064385 -6.237752 0.04 -0.02 0.04 -0.64
H 0.690153 -3.171272 -2.017669 -0.02 -0.12 -0.14 0.32
H 0.696692 -1.606980 -2.849674 0.05 -0.08 0.13 0.18
H -0.759509 -2.147938 -1.929510 0.08 0.00 0.18 0.30
H -2.138234 -1.166837 -6.595235 0.01 -0.01 -0.02 0.30
H -3.511230 -1.792517 -5.650448 -0.01 -0.02 -0.01 0.29
H -2.911009 -2.710852 -7.063116 -0.02 0.02 -0.01 0.24